Record 1
Here is a structure of composition C42H35AsF6N9O2S2W from the OMol25 dataset. Energies are from ωB97M-V/def2-TZVPD.

```
! wB97M-V def2-TZVPD RIJCOSX def2/J DEFGRID3
* xyz 2 2
W 0.421 0.038 -0.270
C -1.611 3.888 0.560
C -1.218 4.258 1.848
C -0.566 3.331 2.618
C -0.286 2.058 2.105
N -0.528 1.764 0.814
C -1.243 2.657 0.090
N 0.153 1.137 3.015
C 0.199 -0.113 2.775
N -0.008 -0.810 1.563
C 0.374 -2.155 1.814
N 0.548 -3.123 1.005
C 0.239 -3.084 -0.331
C 0.275 -4.304 -1.011
C -0.186 -4.386 -2.302
C -0.714 -3.242 -2.899
C -0.678 -2.064 -2.203
N -0.169 -1.963 -0.954
C 0.628 -2.317 3.250
C 0.966 -3.441 3.978
C 1.198 -3.261 5.336
C 1.098 -1.999 5.927
C 0.763 -0.878 5.179
C 0.529 -1.075 3.832
H -2.222 4.531 -0.059
H -1.467 5.232 2.249
H -0.299 3.512 3.648
H -1.547 2.336 -0.888
H 0.634 -5.163 -0.464
H -0.176 -5.329 -2.830
H -1.161 -3.265 -3.881
H -1.107 -1.170 -2.626
H 1.041 -4.412 3.509
H 1.464 -4.111 5.949
H 1.287 -1.896 6.987
H 0.680 0.104 5.626
S 2.013 2.188 -0.465
C 1.292 3.235 -1.566
N 1.373 4.533 -1.482
C 0.778 5.391 -2.517
C 0.938 4.731 -3.853
N 0.347 3.385 -3.790
C -0.393 2.962 -5.003
C -1.687 3.733 -5.098
C -2.691 3.496 -4.160
C -3.880 4.203 -4.227
C -4.072 5.145 -5.231
C -3.079 5.377 -6.168
C -1.882 4.671 -6.101
C 0.509 2.644 -2.727
S -0.172 1.119 -2.581
C 1.992 5.262 -0.353
C 3.292 5.897 -0.773
C 4.400 5.109 -1.072
C 5.585 5.705 -1.474
C 5.670 7.088 -1.576
C 4.571 7.876 -1.274
C 3.381 7.279 -0.875
H 1.298 6.347 -2.502
H -0.276 5.554 -2.274
H 1.991 4.647 -4.133
H 0.410 5.296 -4.618
H -0.571 1.893 -4.947
H 0.258 3.162 -5.855
H -2.559 2.737 -3.395
H -4.664 4.006 -3.508
H -5.005 5.690 -5.289
H -3.233 6.101 -6.956
H -1.110 4.845 -6.843
H 2.111 4.566 0.474
H 1.275 6.033 -0.066
H 4.345 4.029 -0.974
H 6.448 5.092 -1.696
H 6.597 7.551 -1.884
H 4.638 8.953 -1.342
H 2.526 7.899 -0.627
O 2.186 -0.342 0.652
N 3.205 -0.863 0.033
N 2.970 -0.967 -1.187
O 1.812 -0.528 -1.649
C 3.853 -1.686 -2.083
C 5.156 -1.932 -1.682
C 5.970 -2.655 -2.535
C 5.481 -3.109 -3.754
C 4.173 -2.840 -4.131
C 3.338 -2.117 -3.292
H 5.521 -1.570 -0.731
H 6.992 -2.860 -2.248
H 6.125 -3.675 -4.413
H 3.797 -3.192 -5.082
H 2.316 -1.897 -3.565
F -1.624 -0.024 -0.525
As -3.700 -0.097 -1.021
F -3.089 -0.477 -2.580
F -3.473 1.555 -1.431
F -5.331 -0.172 -1.400
F -3.825 0.351 0.609
F -3.480 -1.723 -0.577
*
```

Calculated values
* energy: -5962.861655 hartree
* frontier orbital gap (spin up / spin down): 6.59 / 6.38 eV
* maximum force: 1.48 eV/Å

For each atom in turn, the Mulliken charge in e is: W 1.6958; C -1.2585; C -0.6983; C -0.7252; C 0.2971; N 0.6093; C -0.7158; N -0.5629; C 0.2604; N -0.1475; C 0.0800; N -0.5249; C 0.2444; C -0.7008; C -0.4771; C -1.2182; C 0.1534; N 0.6785; C 0.2683; C -0.2799; C -0.6763; C -0.6771; C -0.2968; C 0.0858; H 0.6587; H 0.5393; H 0.6338; H 0.6046; H 0.6137; H 0.4966; H 0.5471; H -0.1097; H 0.5515; H 0.4360; H 0.4347; H 0.5574; S -0.0077; C 0.1128; N 0.4728; C -0.6266; C -0.8555; N 0.2235; C -1.4057; C 0.5610; C 0.1083; C -0.8340; C -0.4949; C -0.6523; C -0.3606; C 0.2662; S -0.2880; C -1.4532; C 0.6252; C -0.1526; C -0.7666; C -0.4587; C -0.7139; C -0.2912; H 0.5730; H 0.2533; H 0.3215; H 0.5120; H 0.4859; H 0.5278; H 0.3988; H 0.4932; H 0.4147; H 0.4054; H 0.4484; H 0.6498; H 0.4691; H 0.3800; H 0.4283; H 0.4068; H 0.4092; H 0.4205; O -0.1341; N -1.0395; N 1.0263; O -0.1687; C 0.4326; C -0.5109; C -0.6538; C -0.4743; C -0.9384; C -0.0565; H 0.5025; H 0.4251; H 0.4305; H 0.4217; H 0.4737; F -0.0596; As 2.0251; F -0.4264; F -0.3688; F -0.3994; F -0.4488; F -0.4413

---

Record 2
Here is a structure of composition C42H35AsF6N9O2S2W from the OMol25 dataset. Energies are from ωB97M-V/def2-TZVPD.

```
! wB97M-V def2-TZVPD RIJCOSX def2/J DEFGRID3
* xyz 2 2
W 0.008 1.109 1.178
C -1.644 -2.976 1.690
C -3.007 -2.795 1.934
C -3.450 -1.532 2.226
C -2.552 -0.456 2.258
N -1.272 -0.614 1.856
C -0.834 -1.876 1.650
N -3.038 0.709 2.769
C -2.327 1.726 3.050
N -0.957 1.946 2.804
C -0.722 3.308 3.105
N 0.297 4.026 2.852
C 1.483 3.579 2.340
C 2.525 4.509 2.282
C 3.788 4.108 1.926
C 4.006 2.761 1.638
C 2.937 1.909 1.646
N 1.682 2.298 1.953
C -1.923 3.882 3.713
C -2.173 5.156 4.185
C -3.462 5.423 4.626
C -4.456 4.444 4.592
C -4.192 3.168 4.112
C -2.906 2.914 3.677
H -1.215 -3.961 1.559
H -3.690 -3.635 1.933
H -4.478 -1.319 2.482
H 0.217 -1.986 1.465
H 2.295 5.525 2.565
H 4.604 4.818 1.887
H 4.992 2.381 1.416
H 3.079 0.867 1.426
H -1.395 5.907 4.202
H -3.706 6.410 4.996
H -5.450 4.688 4.941
H -4.953 2.400 4.081
S -1.383 0.118 -0.905
C -0.657 -1.350 -1.315
N -1.331 -2.353 -1.791
C -0.629 -3.570 -2.214
C 0.681 -3.189 -2.836
N 1.446 -2.395 -1.865
C 2.905 -2.631 -1.841
C 3.195 -3.987 -1.245
C 2.928 -4.210 0.104
C 3.194 -5.447 0.667
C 3.725 -6.467 -0.114
C 3.996 -6.246 -1.455
C 3.727 -5.006 -2.023
C 0.827 -1.493 -1.152
S 1.646 -0.550 -0.022
C -2.801 -2.399 -1.888
C -3.259 -2.272 -3.322
C -3.100 -1.073 -4.013
C -3.512 -0.971 -5.332
C -4.084 -2.066 -5.969
C -4.249 -3.259 -5.284
C -3.832 -3.363 -3.963
H -1.250 -4.094 -2.939
H -0.476 -4.219 -1.347
H 0.524 -2.603 -3.745
H 1.254 -4.080 -3.081
H 3.377 -1.845 -1.262
H 3.262 -2.567 -2.870
H 2.542 -3.406 0.724
H 3.001 -5.613 1.720
H 3.939 -7.432 0.327
H 4.420 -7.036 -2.060
H 3.950 -4.832 -3.071
H -3.209 -1.612 -1.259
H -3.107 -3.367 -1.488
H -2.669 -0.212 -3.510
H -3.397 -0.035 -5.862
H -4.402 -1.987 -7.000
H -4.706 -4.108 -5.775
H -3.974 -4.296 -3.426
O -1.231 2.527 0.474
N -0.883 3.369 -0.447
N 0.251 3.104 -0.878
O 0.855 2.025 -0.418
C 0.977 3.996 -1.741
C 0.284 4.979 -2.433
C 1.007 5.864 -3.210
C 2.392 5.763 -3.286
C 3.061 4.763 -2.595
C 2.354 3.862 -1.815
H -0.794 5.044 -2.364
H 0.488 6.636 -3.761
H 2.950 6.466 -3.891
H 4.137 4.683 -2.659
H 2.857 3.077 -1.267
F 0.998 0.007 2.638
As 2.205 -1.167 4.001
F 3.367 -1.040 2.743
F 1.561 -2.499 3.130
F 3.134 -2.061 5.067
F 0.764 -1.084 4.882
F 2.642 0.389 4.515
*
```

Calculated values
* energy: -5962.856556 hartree
* frontier orbital gap (spin up / spin down): 6.54 / 6.38 eV
* maximum force: 2.34 eV/Å

For each atom in turn, the Mulliken charge in e is: W 1.6882; C -1.3536; C -0.6709; C -0.7329; C 0.3182; N 0.6722; C -0.8864; N -0.5445; C 0.1690; N -0.1334; C 0.1172; N -0.5036; C 0.2910; C -0.7256; C -0.4404; C -1.2848; C 0.0259; N 0.6064; C 0.2531; C -0.2853; C -0.6616; C -0.6636; C -0.2899; C 0.1263; H 0.6521; H 0.5406; H 0.6276; H 0.8460; H 0.6150; H 0.4850; H 0.5392; H 0.1181; H 0.5481; H 0.4348; H 0.4325; H 0.5484; S 0.0565; C 0.0150; N 0.5544; C -0.6733; C -0.8676; N 0.2698; C -1.3467; C 0.6083; C -0.0372; C -0.8227; C -0.4717; C -0.6654; C -0.3250; C 0.2796; S -0.3147; C -1.5017; C 0.6165; C -0.1174; C -0.7854; C -0.4651; C -0.7135; C -0.2996; H 0.5855; H 0.2548; H 0.3280; H 0.5225; H 0.4392; H 0.5193; H 0.4318; H 0.4878; H 0.4158; H 0.4029; H 0.4373; H 0.6590; H 0.4897; H 0.3681; H 0.4283; H 0.4062; H 0.4109; H 0.4142; O -0.0993; N -1.0814; N 1.0161; O -0.1802; C 0.4370; C -0.4976; C -0.6560; C -0.4653; C -0.9849; C -0.0432; H 0.5059; H 0.4239; H 0.4346; H 0.4264; H 0.5065; F -0.1185; As 2.0070; F -0.4218; F -0.4110; F -0.3928; F -0.4385; F -0.4396